No. 1
A molecular structure, C4H3N3O, computed with wB97M-V/def2-TZVPD.

Results
* gap between HOMO and LUMO: 9.37 eV
* HOMO level: -10.4949 eV
* relative energy (zero: lowest compared OMol25 entry of this formula, charge and spin): 4.675 eV
* largest force on an atom: 7.7 eV/A
* E: -10708.97631 eV

XYZ file:
```
11
Properties=species:S:1:pos:R:3:nbo_charge:R:1
C 0.17582 -0.95791 -1.08950 -0.176
C -0.97814 0.17282 0.45305 0.230
C 0.44108 1.49434 1.30402 0.260
C 0.40979 0.11222 -0.18983 0.223
H 0.34765 -0.72128 -2.04964 0.237
H 0.71929 -2.02333 -1.14918 0.255
H 1.18936 1.84773 1.98838 0.208
N -1.76046 -0.58381 -0.07912 -0.040
N -0.84896 1.20597 1.42242 -0.444
N 1.31587 0.90379 0.29020 -0.430
O -1.01130 -1.45055 -0.90079 -0.321
```


No. 2
A single C4H3N3O molecule, computed with wB97M-V/def2-TZVPD.

Results
* gap between HOMO and LUMO: 8.86 eV
* HOMO level: -9.4841 eV
* SMILES: O=c1cnccnn1
* relative energy (zero: lowest compared OMol25 entry of this formula, charge and spin): 4.715 eV
* largest force on an atom: 11.2 eV/A
* E: -10708.93563 eV

XYZ file:
```
11
Properties=species:S:1:pos:R:3:nbo_charge:R:1
C 1.48302 0.04219 0.02650 0.600
C 0.69866 -0.95541 -0.79211 -0.020
C -1.16247 -0.40337 0.49861 -0.062
C -0.91764 0.78813 0.48403 -0.161
H 1.26840 -1.73657 -1.54586 0.239
H -2.17019 -0.79557 1.05065 0.241
H -1.69974 1.34589 1.07473 0.232
N -0.53484 -1.24777 -0.52561 -0.368
N -0.23487 1.62052 -0.52553 -0.104
N 1.03888 1.48089 -0.66590 -0.146
O 2.23078 -0.13893 0.92049 -0.451
```


No. 3
A single C4H3N3O molecule, computed with wB97M-V/def2-TZVPD.

Results
* gap between HOMO and LUMO: 10.37 eV
* HOMO level: -10.0787 eV
* SMILES: O=C1Cc2cnnn21
* relative energy (zero: lowest compared OMol25 entry of this formula, charge and spin): 2.406 eV
* largest force on an atom: 3.7 eV/A
* E: -10711.24467 eV

XYZ file:
```
11
Properties=species:S:1:pos:R:3:nbo_charge:R:1
C -1.42889 -0.66246 -0.01713 0.743
C -1.15680 0.94731 -0.03318 -0.496
C 0.33188 0.39730 -0.18313 0.133
C 1.72200 0.37667 0.00966 -0.162
H -1.57097 1.47374 -0.89102 0.249
H -1.31379 1.42042 0.97620 0.253
H 2.58239 1.02350 0.25606 0.242
N 2.07713 -0.97281 0.05151 -0.198
N 1.08956 -1.75766 -0.08738 -0.029
N 0.04707 -0.90052 -0.13040 -0.273
O -2.37958 -1.34548 0.04881 -0.462
```


No. 4
A single C4H3N5O molecule, computed with wB97M-V/def2-TZVPD.

Results
* gap between HOMO and LUMO (spin up / spin down): 8.69 / 8.69 eV
* HOMO level (spin up / spin down): -9.3706 / -9.3694 eV
* SMILES: [O-][n+]1nccn2ncnc21
* relative energy (zero: lowest compared OMol25 entry of this formula, charge and spin): 2.771 eV
* largest force on an atom: 2.8 eV/A
* E: -13690.62100 eV

XYZ file:
```
13
Properties=species:S:1:pos:R:3:nbo_charge:R:1
C 0.35100 -2.53640 0.03812 0.164
C 1.49125 -0.81157 -0.09686 0.404
C 0.64096 1.79735 -0.10105 -0.045
C -0.29399 0.84727 -0.02004 -0.050
N 1.61352 -2.12370 -0.13949 -0.436
N -0.57504 -1.58386 0.09524 -0.266
N 1.97452 1.49587 0.07850 -0.249
N 0.19399 -0.47395 0.04942 -0.139
N 2.36566 0.25428 0.03236 0.312
O 3.54138 -0.00357 0.05471 -0.372
H 0.20596 -3.62389 0.08394 0.218
H 0.26621 2.76468 -0.21217 0.224
H -1.28654 1.10730 -0.09189 0.235
```


No. 5
2 unconnected molecules or ions with the total composition C4H3N5OS, computed with wB97M-V/def2-TZVPD.

Results
* gap between HOMO and LUMO: 7.56 eV
* HOMO level: -9.2139 eV
* relative energy (zero: lowest compared OMol25 entry of this formula, charge and spin): 3.505 eV
* largest force on an atom: 7.0 eV/A
* E: -24525.49180 eV

XYZ file:
```
14
Properties=species:S:1:pos:R:3:nbo_charge:R:1
C 0.48781 0.14965 -1.39905 0.453
C -1.10049 1.75670 -0.72552 0.768
C -0.45632 0.04766 0.81567 0.321
C 0.58268 -0.34389 -0.02712 -0.420
H 0.62886 -0.34720 -3.22597 0.375
H 0.54762 -2.16515 -2.49758 0.363
H -1.73375 1.65704 1.23780 0.448
N 1.11315 -0.69499 -2.40324 -0.752
N -0.33966 1.13138 -1.70447 -0.532
N -1.30873 0.95651 0.54577 -0.609
N -0.56961 -0.63008 2.07238 -0.204
N 0.50958 -1.36862 2.33244 -0.270
O -1.84025 2.62451 -0.93195 -0.536
S 1.39776 -1.59755 0.87859 0.596
```


No. 6
A single C4H3NO molecule, computed with wB97M-V/def2-TZVPD.

Results
* gap between HOMO and LUMO: 10.15 eV
* HOMO level: -9.6861 eV
* SMILES: C#C[C@H]1N=C1O
* relative energy (zero: lowest compared OMol25 entry of this formula, charge and spin): 2.567 eV
* largest force on an atom: 0.7 eV/A
* E: -7730.17740 eV

XYZ file:
```
9
Properties=species:S:1:pos:R:3:nbo_charge:R:1
O -1.93482 0.91616 -0.65742 -0.632
C -0.14507 -0.72382 0.25058 -0.218
C 1.21237 -0.31741 -0.04671 -0.053
C 2.34405 -0.07225 -0.37882 -0.203
C -1.22267 0.20503 0.19328 0.512
N -0.95475 -0.01887 1.39598 -0.358
H -2.31725 1.68397 -0.20893 0.502
H -0.34433 -1.78095 0.09652 0.215
H 3.36246 0.10814 -0.64448 0.237
```


No. 7
2 unconnected molecules or ions with the total composition C4H3NO, computed with wB97M-V/def2-TZVPD.

Results
* gap between HOMO and LUMO: 8.72 eV
* HOMO level: -9.6495 eV
* relative energy (zero: lowest compared OMol25 entry of this formula, charge and spin): 4.046 eV
* largest force on an atom: 0.9 eV/A
* E: -7728.69821 eV

XYZ file:
```
9
Properties=species:S:1:pos:R:3:nbo_charge:R:1
O 0.78286 -0.88430 -1.54017 -0.594
C 0.42173 0.22334 -0.94797 0.248
C -0.97814 0.31445 -0.67841 -0.244
C -2.12424 0.53554 -0.35453 -0.090
C 1.68004 0.22148 1.75923 0.053
N 1.76753 -0.23729 2.81321 -0.334
H 0.04268 -1.49831 -1.72164 0.479
H 1.54870 0.60526 0.75160 0.238
H -3.14117 0.71982 -0.08131 0.246
```


No. 8
A single C4H3NO2 molecule, computed with wB97M-V/def2-TZVPD.

Results
* gap between HOMO and LUMO: 9.57 eV
* HOMO level: -9.3603 eV
* relative energy (zero: lowest compared OMol25 entry of this formula, charge and spin): 4.073 eV
* largest force on an atom: 2.2 eV/A
* E: -9777.61342 eV

XYZ file:
```
10
Properties=species:S:1:pos:R:3:nbo_charge:R:1
N 2.32167 -0.57542 0.79678 -0.599
C 1.23062 -0.69476 0.25427 0.479
C -0.00122 -0.90512 -0.18813 -0.503
C -1.11982 0.04508 0.21838 0.076
C -1.20312 1.20096 -0.77940 0.795
O -0.89176 0.98330 1.13230 -0.686
O -1.05841 2.22499 -1.29499 -0.387
H 3.03866 -0.02660 0.31491 0.390
H -0.22180 -1.77091 -0.81202 0.252
H -2.08280 -0.51573 0.22066 0.183
```


No. 9
A molecular structure, C4H3NO2, computed with wB97M-V/def2-TZVPD.

Results
* gap between HOMO and LUMO: 8.94 eV
* HOMO level: -9.3092 eV
* relative energy (zero: lowest compared OMol25 entry of this formula, charge and spin): 4.077 eV
* largest force on an atom: 4.9 eV/A
* E: -9777.60920 eV

XYZ file:
```
10
Properties=species:S:1:pos:R:3:nbo_charge:R:1
C 0.00140 -0.88632 0.81244 0.010
C -1.09951 0.03020 -1.52897 1.014
C 0.83746 -0.23398 0.01515 -0.323
C 0.60062 0.98283 0.89041 0.116
N -0.24124 0.43729 1.66052 -0.377
O -0.84654 -0.90634 -2.16603 -0.527
O -1.55174 0.95549 -0.99042 -0.522
H -0.24051 -1.93624 1.08985 0.222
H 1.61188 -0.34933 -0.61622 0.212
H 0.92817 1.90639 0.83327 0.174
```


No. 10
A single C4H3NO2 molecule, computed with wB97M-V/def2-TZVPD.

Results
* gap between HOMO and LUMO: 10.52 eV
* HOMO level: -10.4091 eV
* SMILES: O=Cc1ccon1
* relative energy (zero: lowest compared OMol25 entry of this formula, charge and spin): 2.416 eV
* largest force on an atom: 4.4 eV/A
* E: -9779.27092 eV

XYZ file:
```
10
Properties=species:S:1:pos:R:3:nbo_charge:R:1
C -1.70388 -0.64681 0.00302 0.395
C -0.30784 -0.34519 0.10473 -0.014
C 0.30717 0.95053 0.12171 -0.307
C 1.63482 0.56571 -0.10903 0.122
H -2.01564 -1.68225 0.27493 0.138
H -0.13128 1.89801 0.13589 0.252
H 2.50363 1.16676 -0.19281 0.215
N 0.54328 -1.31881 -0.02264 -0.062
O -2.56844 0.19959 -0.19455 -0.502
O 1.73818 -0.78756 -0.12126 -0.238
```


No. 11
A single C4H3NO2 molecule, computed with wB97M-V/def2-TZVPD.

Results
* gap between HOMO and LUMO: 9.60 eV
* HOMO level: -9.8509 eV
* SMILES: O=Cc1ncco1
* relative energy (zero: lowest compared OMol25 entry of this formula, charge and spin): 2.478 eV
* largest force on an atom: 2.7 eV/A
* E: -9779.20898 eV

XYZ file:
```
10
Properties=species:S:1:pos:R:3:nbo_charge:R:1
O -2.03408 0.34512 1.86640 -0.471
C -1.87092 -0.04129 0.73801 0.375
C -0.56808 0.02469 0.04502 0.344
N -0.23417 -0.63191 -1.01443 -0.389
C 1.12952 -0.33076 -1.16259 -0.207
C 1.47252 0.52322 -0.17556 0.138
O 0.43293 0.73311 0.63541 -0.380
H -2.65967 -0.51060 0.12267 0.141
H 1.92203 -1.04820 -1.03545 0.236
H 2.43734 0.95121 0.03993 0.214
```


No. 12
A single C4H3NO2S molecule, computed with wB97M-V/def2-TZVPD.

Results
* gap between HOMO and LUMO: 8.54 eV
* HOMO level: -8.5349 eV
* SMILES: O=C=CSN=C=CO
* relative energy (zero: lowest compared OMol25 entry of this formula, charge and spin): 4.194 eV
* largest force on an atom: 4.1 eV/A
* E: -20612.86138 eV

XYZ file:
```
11
Properties=species:S:1:pos:R:3:nbo_charge:R:1
C 0.93719 1.51439 -1.58427 -0.771
C 1.63341 1.85397 -2.66232 0.737
C -1.41632 0.32103 -0.42367 0.214
C -1.22365 -0.88523 0.12721 -0.020
N -1.55125 1.53216 -0.57047 -0.555
O -0.43636 -1.30413 1.20051 -0.673
O 2.29761 2.06243 -3.61824 -0.428
S -0.42152 2.54365 -1.23774 0.539
H 1.38567 0.94347 -0.77323 0.270
H -1.63364 -1.87560 -0.14544 0.215
H 0.17626 -0.52924 1.50743 0.473
```


No. 13
A single C4H3NO2S molecule, computed with wB97M-V/def2-TZVPD.

Results
* gap between HOMO and LUMO: 7.15 eV
* HOMO level: -8.9475 eV
* SMILES: O=C1CNC(=O)C1=S
* relative energy (zero: lowest compared OMol25 entry of this formula, charge and spin): 1.970 eV
* largest force on an atom: 4.3 eV/A
* E: -20615.08455 eV

XYZ file:
```
11
Properties=species:S:1:pos:R:3:nbo_charge:R:1
C 1.43367 -0.07692 -0.10114 -0.358
C 0.40137 -1.17908 -0.14424 0.493
C 0.42993 1.39007 -0.05546 0.685
C -0.94599 -0.57684 0.27571 -0.330
N -0.79542 0.87620 0.10125 -0.621
O 0.58821 -2.35396 -0.34900 -0.456
O 0.77769 2.48748 -0.24441 -0.545
S 3.01412 -0.26341 0.05019 0.262
H -1.69842 -0.81918 -0.54384 0.218
H -1.54443 -0.80829 1.14432 0.240
H -1.66074 1.32391 -0.13339 0.411
```


No. 14
A single C4H3NO2S molecule, computed with wB97M-V/def2-TZVPD.

Results
* gap between HOMO and LUMO: 9.59 eV
* HOMO level: -9.6359 eV
* SMILES: C=C(S)C(=O)N=C=O
* relative energy (zero: lowest compared OMol25 entry of this formula, charge and spin): 1.289 eV
* largest force on an atom: 3.0 eV/A
* E: -20615.76631 eV

XYZ file:
```
11
Properties=species:S:1:pos:R:3:nbo_charge:R:1
C 1.54685 -0.31129 -1.57352 0.910
C -1.22446 1.20202 0.67349 -0.345
C -0.57151 0.06027 0.44915 -0.231
C 0.83621 -0.13137 0.80327 0.645
N 1.56437 -0.46127 -0.36443 -0.626
O 1.65351 -0.30544 -2.72092 -0.467
O 1.38810 -0.11602 1.85290 -0.472
S -1.46439 -1.16384 -0.60529 0.035
H -2.27247 1.35136 0.34013 0.220
H -0.72052 1.95535 1.23388 0.215
H -0.73569 -2.07977 -0.08865 0.117
```


No. 15
A single C4H3NO2S molecule, computed with wB97M-V/def2-TZVPD.

Results
* gap between HOMO and LUMO: 9.05 eV
* HOMO level: -9.2849 eV
* SMILES: S=COc1cnco1
* relative energy (zero: lowest compared OMol25 entry of this formula, charge and spin): 2.064 eV
* largest force on an atom: 2.6 eV/A
* E: -20614.99136 eV

XYZ file:
```
11
Properties=species:S:1:pos:R:3:nbo_charge:R:1
C -1.56264 0.06822 0.13969 0.013
C 0.79063 -0.16405 -0.11770 0.514
C 1.95383 -0.79454 -0.31902 -0.167
C 2.31676 1.29364 0.12507 0.298
H -1.36303 1.12729 0.25071 0.196
H 2.28141 -1.86669 -0.47242 0.246
H 2.78854 2.20038 0.35617 0.201
N 2.91062 0.20177 -0.24384 -0.429
O -0.47883 -0.70491 -0.14238 -0.457
O 0.95537 1.14317 0.22900 -0.430
S -3.05532 -0.54994 0.11944 0.014
```


No. 16
2 unconnected molecules or ions with the total composition C4H3NO3, computed with wB97M-V/def2-TZVPD.

Results
* gap between HOMO and LUMO: 8.01 eV
* HOMO level: -9.3876 eV
* relative energy (zero: lowest compared OMol25 entry of this formula, charge and spin): 4.897 eV
* largest force on an atom: 8.0 eV/A
* E: -11824.63625 eV

XYZ file:
```
11
Properties=species:S:1:pos:R:3:nbo_charge:R:1
C -1.04746 0.56587 -1.60651 0.143
C -0.24698 -0.13796 -0.72050 0.117
C 0.73054 -0.36058 1.33442 0.829
C -0.64473 -1.36053 -0.05524 0.084
H -1.58656 2.37693 -2.47139 0.454
H -1.73184 -0.01417 -2.26210 0.189
H -1.14644 -2.19385 -0.40022 0.213
N -0.16001 -1.52207 1.11666 -0.448
O -0.44376 1.64571 -2.05946 -0.571
O 0.72502 0.50021 0.20243 -0.473
O 1.32333 0.13467 2.30754 -0.537
```


No. 17
A molecular structure, C4H3NO3, computed with wB97M-V/def2-TZVPD.

Results
* gap between HOMO and LUMO: 8.92 eV
* HOMO level: -8.6167 eV
* relative energy (zero: lowest compared OMol25 entry of this formula, charge and spin): 5.307 eV
* largest force on an atom: 4.3 eV/A
* E: -11824.22619 eV

XYZ file:
```
11
Properties=species:S:1:pos:R:3:nbo_charge:R:1
C 0.94546 0.31581 0.62868 0.569
C -0.98558 -0.44302 -0.11199 0.076
C -1.42869 -0.51536 -1.54094 -0.075
C 0.18669 0.10913 -0.56058 0.038
H 2.47753 1.22778 0.07183 0.502
H -1.56020 -1.50165 -1.97840 0.209
H -2.29553 0.10859 -1.81388 0.209
N -1.11790 -0.53353 1.20058 -0.125
O 2.09050 0.92921 0.91875 -0.634
O 0.16205 -0.06345 1.60363 -0.298
O -0.14052 0.02183 -1.91922 -0.471
```


No. 18
A molecular structure, C4H3NO3, computed with wB97M-V/def2-TZVPD.

Results
* gap between HOMO and LUMO: 10.85 eV
* HOMO level: -11.0574 eV
* relative energy (zero: lowest compared OMol25 entry of this formula, charge and spin): 4.086 eV
* largest force on an atom: 6.2 eV/A
* E: -11825.44756 eV

XYZ file:
```
11
Properties=species:S:1:pos:R:3:nbo_charge:R:1
C -1.19275 2.08031 2.35808 0.963
C 0.49228 -0.63811 0.01955 -0.442
C -0.17361 -0.05090 0.90571 0.291
C -0.58835 -0.19996 2.34514 0.613
N -0.97132 0.97783 2.85545 -0.620
O -1.74605 3.10065 2.38793 -0.462
O -0.62699 -1.24830 2.82093 -0.490
O -0.52085 1.77142 0.46178 -0.854
H 0.85651 -0.06060 -0.76786 0.252
H 0.85222 -1.56180 0.37742 0.261
H -0.88434 1.62288 -0.48045 0.488
```